{"formula": "C39H67BrN2O8", "method": "ωB97M-V/def2-TZVPD", "homo_energy_ha": [-0.312, -0.333], "multiplicity": 3, "max_force_ev_per_a": 2.97, "symbols": ["Br", "O", "O", "O", "O", "O", "O", "O", "O", "N", "N", "C", "C", "C", "C", "C", "C", "C", "C", "C", "C", "C", "C", "C", "C", "C", "C", "C", "C", "C", "C", "C", "C", "C", "C", "C", "C", "C", "C", "C", "C", "C", "C", "C", "C", "C", "C", "C", "C", "C", "H", "H", "H", "H", "H", "H", "H", "H", "H", "H", "H", "H", "H", "H", "H", "H", "H", "H", "H", "H", "H", "H", "H", "H", "H", "H", "H", "H", "H", "H", "H", "H", "H", "H", "H", "H", "H", "H", "H", "H", "H", "H", "H", "H", "H", "H", "H", "H", "H", "H", "H", "H", "H", "H", "H", "H", "H", "H", "H", "H", "H", "H", "H", "H", "H", "H", "H"], "xyz": [[2.970, -3.223, -6.685], [-0.666, -4.054, -6.369], [3.258, -1.062, -4.277], [1.226, -3.796, -1.665], [-2.068, 3.109, 4.266], [-0.564, -1.539, -1.602], [-1.631, -3.161, -8.209], [-1.466, -2.828, -3.812], [-0.825, 7.884, 1.677], [1.076, -5.069, -1.495], [-2.502, 2.506, 5.322], [-1.101, -3.072, -6.960], [-1.081, -1.659, -6.377], [0.944, 5.354, 1.988], [-3.163, 0.772, 3.691], [2.133, -0.390, -1.704], [1.155, -1.077, -5.384], [-1.414, 9.157, 1.850], [-0.089, -1.552, -5.274], [4.210, -0.760, -7.371], [-0.328, 5.800, 2.710], [2.829, -1.396, -7.352], [3.588, -6.556, -1.709], [3.288, -5.653, -0.514], [-3.775, 0.465, 6.035], [0.857, -5.031, -3.965], [2.300, 1.859, -0.490], [-2.813, 3.495, 6.397], [1.754, -0.528, -6.635], [-2.713, 2.816, 7.793], [-3.575, 1.535, 4.945], [2.038, -1.056, -4.175], [1.550, -4.503, 0.863], [-0.406, 7.299, 2.892], [0.582, -7.161, -2.771], [1.396, 0.831, -1.153], [1.360, -5.815, -2.763], [-1.786, 4.621, 6.403], [-4.194, 4.132, 6.193], [2.865, -6.045, -2.952], [1.264, 3.884, 2.268], [1.482, 3.111, -0.143], [0.722, 2.967, 1.185], [-4.901, 2.252, 4.701], [1.788, -5.508, -0.258], [-0.556, -2.036, -3.948], [1.380, -0.986, -2.855], [-5.307, 3.138, 5.875], [1.237, -6.848, 0.264], [0.147, -1.474, -2.755], [2.330, 3.731, 2.417], [-1.032, 9.658, 2.734], [-2.829, -0.018, 6.283], [3.726, -4.667, -0.693], [-0.203, -7.150, -3.525], [4.664, -6.568, -1.894], [1.006, -0.279, -7.369], [-1.058, 7.580, 3.717], [-4.453, -0.306, 5.670], [1.674, -7.068, 1.239], [-4.213, 0.851, 6.953], [-3.898, -0.003, 3.480], [3.304, -7.590, -1.497], [0.155, -6.801, 0.390], [3.013, -6.737, -3.782], [3.769, -6.049, 0.383], [4.819, -1.108, -6.551], [1.435, -4.123, -4.132], [4.120, 0.318, -7.319], [0.947, -5.640, -4.863], [2.145, 3.966, -0.073], [4.705, -0.993, -8.306], [-2.494, 9.066, 1.944], [-4.453, 4.707, 7.083], [0.759, 3.302, -0.925], [-1.961, 5.254, 7.273], [-2.545, 1.744, 7.731], [-0.939, -0.938, -7.170], [1.233, -8.010, -2.985], [2.701, 1.493, 0.448], [-2.193, 0.291, 3.827], [-2.070, -1.471, -5.966], [-1.865, 3.203, 8.356], [-4.133, 4.851, 5.369], [0.763, 5.509, 0.930], [-0.458, 5.270, 3.645], [-3.609, 2.979, 8.393], [-4.824, 2.868, 3.800], [0.878, 1.322, -1.970], [2.234, 0.405, -6.362], [1.768, 6.006, 2.260], [-0.309, 3.270, 1.035], [3.331, -5.100, -3.252], [2.217, -1.177, -0.959], [2.007, -3.537, 0.655], [-6.218, 3.684, 5.622], [0.070, -7.362, -1.833], [2.507, -1.508, -8.374], [-1.858, 5.252, 5.518], [0.776, 3.638, 3.205], [3.131, -0.134, -2.029], [0.627, 0.548, -0.448], [-5.547, 2.536, 6.755], [-1.172, 5.537, 2.082], [-0.228, -2.276, -1.084], [-2.124, -2.360, -8.394], [0.594, 7.660, 3.148], [-0.769, 4.230, 6.464], [3.086, 2.160, -1.175], [0.482, -4.349, 1.030], [0.689, 1.941, 1.538], [-3.105, 1.416, 2.816], [-5.679, 1.511, 4.505], [1.985, -4.879, 1.788], [1.471, -7.695, -0.376], [-0.186, -4.759, -3.854], [-1.167, 9.750, 0.979]], "lowdin_spin": [0.00, 0.00, 0.00, 0.50, 0.54, 0.00, 0.00, 0.00, 0.00, 0.39, 0.36, 0.00, 0.00, 0.00, 0.00, 0.00, 0.00, 0.00, 0.00, 0.00, 0.00, 0.00, 0.00, 0.02, 0.00, 0.00, 0.00, 0.03, 0.00, 0.00, 0.03, 0.00, 0.00, 0.00, 0.00, 0.00, 0.03, 0.00, 0.02, 0.02, 0.00, 0.00, 0.00, 0.01, 0.03, 0.00, 0.00, 0.00, 0.00, 0.00, 0.00, 0.00, 0.00, 0.00, 0.00, 0.00, 0.00, 0.00, 0.00, 0.00, 0.00, 0.00, 0.00, 0.00, 0.00, 0.00, 0.00, 0.00, 0.00, 0.00, 0.00, 0.00, 0.00, 0.00, 0.00, 0.00, 0.00, 0.00, 0.00, 0.00, 0.00, 0.00, 0.00, 0.00, 0.00, 0.00, 0.00, 0.00, 0.00, 0.00, 0.00, 0.00, 0.00, 0.00, 0.00, 0.00, 0.00, 0.00, 0.00, 0.00, 0.00, 0.00, 0.00, 0.00, 0.00, 0.00, 0.00, 0.00, 0.00, 0.00, 0.00, 0.00, 0.00, 0.00, 0.00, 0.00, 0.00]}

***

{"formula": "C39H68FeO37Rb", "method": "ωB97M-V/def2-TZVPD", "homo_energy_ha": [-0.383, -0.383], "multiplicity": 5, "max_force_ev_per_a": 5.22, "total_charge": 1, "relative_energy_kcal_mol": 0.0, "symbols": ["Rb", "Fe", "O", "O", "O", "O", "O", "O", "O", "O", "O", "O", "O", "O", "O", "O", "O", "O", "O", "O", "O", "O", "O", "O", "O", "O", "O", "O", "O", "O", "O", "O", "O", "O", "O", "O", "O", "O", "O", "C", "C", "C", "C", "C", "C", "C", "C", "C", "C", "C", "C", "C", "C", "C", "C", "C", "C", "C", "C", "C", "C", "C", "C", "C", "C", "C", "C", "C", "C", "C", "C", "C", "C", "C", "C", "C", "C", "C", "H", "H", "H", "H", "H", "H", "H", "H", "H", "H", "H", "H", "H", "H", "H", "H", "H", "H", "H", "H", "H", "H", "H", "H", "H", "H", "H", "H", "H", "H", "H", "H", "H", "H", "H", "H", "H", "H", "H", "H", "H", "H", "H", "H", "H", "H", "H", "H", "H", "H", "H", "H", "H", "H", "H", "H", "H", "H", "H", "H", "H", "H", "H", "H", "H", "H", "H", "H"], "xyz": [[0.141, -3.331, 1.643], [0.498, 3.444, -3.794], [2.990, -5.106, 1.183], [2.440, 4.381, -4.335], [-7.180, -1.950, 1.409], [-6.734, -1.884, -3.327], [4.518, -3.412, 1.034], [3.646, 4.569, -6.169], [-5.626, 1.216, -2.304], [-2.351, -0.608, 5.302], [-1.070, 2.374, -2.512], [0.636, 5.104, -2.085], [4.981, -5.089, 2.400], [0.390, 5.565, 0.139], [4.733, 4.009, -4.403], [-4.812, -2.306, -2.286], [0.330, -3.043, 4.690], [7.222, -1.018, -3.652], [4.770, 4.541, 1.138], [-1.565, -0.937, 0.532], [6.002, 2.679, 1.557], [-4.714, -1.479, -4.401], [-5.660, -0.378, 1.991], [1.778, 2.366, -2.156], [5.144, -0.787, -3.657], [-7.504, -0.430, 2.996], [-5.569, 2.979, -0.939], [2.471, -5.339, -2.003], [6.497, 1.079, -3.342], [0.330, -5.185, -1.066], [-1.228, 6.043, -1.141], [3.744, 2.823, 1.982], [1.172, -0.640, 1.344], [0.223, -3.016, 7.012], [-3.144, -2.611, 5.734], [-7.354, 1.763, -0.922], [1.373, -3.457, -2.184], [1.341, -1.406, 5.874], [-2.584, -1.016, 7.346], [-1.401, 0.939, -0.940], [0.737, -0.022, 0.311], [0.999, 1.556, -1.468], [-2.699, -1.548, 6.132], [3.577, 1.520, 2.396], [-0.343, -4.259, 7.238], [-2.466, -0.833, 3.891], [3.951, -0.104, -3.397], [0.022, 5.578, -1.139], [-3.395, -2.261, -2.101], [1.319, -4.686, -1.617], [6.321, -0.128, -3.513], [4.714, -6.385, 2.986], [-5.361, -1.853, -3.426], [-0.477, 1.583, -1.692], [8.567, -0.656, -3.921], [-4.287, 3.320, -1.449], [0.577, -2.539, 5.797], [2.582, 4.654, -7.042], [-6.835, -1.009, 2.064], [5.770, 5.115, 0.412], [1.559, 0.853, -0.497], [-2.814, -1.669, 8.498], [2.694, -6.614, -1.447], [-1.813, 6.199, -2.378], [0.416, -2.457, -1.963], [-6.141, 1.881, -1.433], [-4.651, -0.875, 1.135], [-0.868, -0.025, 0.052], [3.515, 4.311, -4.944], [1.662, -0.799, 4.637], [4.938, 3.307, 1.555], [-7.520, -1.590, -4.452], [4.905, 3.868, -2.994], [-8.835, -0.622, 3.208], [-8.288, 0.948, -1.623], [3.708, -2.600, 0.227], [1.753, 5.182, 0.547], [4.100, -4.606, 1.496], [3.742, 0.115, -2.350], [-1.939, -0.063, 3.328], [-3.777, -0.248, 1.313], [4.357, 4.711, -2.574], [2.313, 0.065, 4.770], [0.185, -2.240, -0.920], [9.200, -1.380, -4.433], [9.099, -0.523, -2.980], [4.411, 1.077, 2.940], [-1.428, -4.180, 7.164], [-1.111, 6.579, -3.119], [4.545, 2.952, -2.526], [-4.361, -1.901, 1.358], [4.634, -7.104, 2.170], [5.514, -6.663, 3.672], [0.745, -1.548, -2.466], [-4.386, 3.900, -2.367], [-9.326, -0.071, 2.406], [-7.843, 0.343, -2.413], [0.019, -4.828, 8.094], [2.626, 0.870, -0.333], [3.568, -6.835, -0.834], [-2.463, 1.104, -1.044], [3.829, -6.501, 3.611], [-2.790, -1.416, -2.430], [5.475, 6.119, 0.107], [2.933, 4.100, -7.912], [-3.186, -2.320, -1.033], [2.478, 5.733, -7.154], [-7.136, -0.962, -5.256], [3.882, 0.774, -4.038], [2.214, -1.462, 3.971], [1.916, -6.962, -0.767], [-3.934, 4.105, -0.782], [-0.537, -2.645, -2.458], [0.893, -0.379, 3.988], [-8.462, -1.133, -4.147], [2.789, 1.550, 3.148], [-3.480, -0.653, 3.534], [2.730, -7.312, -2.283], [-2.660, -0.994, 9.340], [-5.037, -0.811, 0.118], [-2.599, 6.955, -2.369], [-2.049, -2.399, 8.764], [3.206, 0.889, 1.588], [3.105, -0.717, -3.707], [8.619, 0.254, -4.519], [2.751, -2.461, 0.729], [5.958, 4.041, -2.769], [-9.020, -1.686, 3.065], [-2.191, 5.245, -2.745], [-9.082, 1.528, -2.093], [-8.763, 0.288, -0.896], [-7.667, -2.587, -4.868], [-2.911, -3.203, -2.360], [6.733, 5.253, 0.903], [-2.130, -1.833, 3.614], [-3.825, -2.075, 8.496], [-3.538, 2.585, -1.744], [-0.097, -4.887, 6.382], [1.924, 5.192, 1.624], [3.617, -3.189, -0.686], [6.054, 4.551, -0.477], [2.612, 5.661, 0.079], [1.982, 4.141, 0.319], [-9.197, -0.201, 4.146], [4.098, -1.600, 0.040], [1.700, 4.110, -6.705]], "lowdin_spin": [0.00, 3.82, 0.00, 0.03, 0.00, 0.00, 0.00, 0.00, 0.00, 0.00, 0.05, 0.02, 0.00, 0.00, 0.00, 0.00, 0.00, 0.00, 0.00, 0.00, 0.00, 0.00, 0.00, 0.06, 0.00, 0.00, 0.00, 0.00, 0.00, 0.00, 0.00, 0.00, 0.00, 0.00, 0.00, 0.00, 0.00, 0.00, 0.00, 0.01, 0.00, 0.00, 0.00, 0.00, 0.00, 0.00, 0.00, 0.00, 0.00, 0.00, 0.00, 0.00, 0.00, 0.00, 0.00, 0.00, 0.00, 0.00, 0.00, 0.00, 0.00, 0.00, 0.00, 0.00, 0.00, 0.00, 0.00, 0.00, 0.01, 0.00, 0.00, 0.00, 0.00, 0.00, 0.00, 0.00, 0.00, 0.00, 0.00, 0.00, 0.00, 0.00, 0.00, 0.00, 0.00, 0.00, 0.00, 0.00, 0.00, 0.00, 0.00, 0.00, 0.00, 0.00, 0.00, 0.00, 0.00, 0.00, 0.00, 0.00, 0.00, 0.00, 0.00, 0.00, 0.00, 0.00, 0.00, 0.00, 0.00, 0.00, 0.00, 0.00, 0.00, 0.00, 0.00, 0.00, 0.00, 0.00, 0.00, 0.00, 0.00, 0.00, 0.00, 0.00, 0.00, 0.00, 0.00, 0.00, 0.00, 0.00, 0.00, 0.00, 0.00, 0.00, 0.00, 0.00, 0.00, 0.00, 0.00, 0.00, 0.00, 0.00, 0.00, 0.00, 0.00, 0.00]}

***

{"formula": "C39H68O31", "method": "ωB97M-V/def2-TZVPD", "homo_energy_ha": -0.345, "max_force_ev_per_a": 5.04, "symbols": ["O", "O", "O", "O", "O", "O", "O", "O", "O", "O", "O", "O", "O", "O", "O", "O", "O", "O", "O", "O", "O", "O", "O", "O", "O", "O", "O", "O", "O", "O", "O", "C", "C", "C", "C", "C", "C", "C", "C", "C", "C", "C", "C", "C", "C", "C", "C", "C", "C", "C", "C", "C", "C", "C", "C", "C", "C", "C", "C", "C", "C", "C", "C", "C", "C", "C", "C", "C", "C", "C", "H", "H", "H", "H", "H", "H", "H", "H", "H", "H", "H", "H", "H", "H", "H", "H", "H", "H", "H", "H", "H", "H", "H", "H", "H", "H", "H", "H", "H", "H", "H", "H", "H", "H", "H", "H", "H", "H", "H", "H", "H", "H", "H", "H", "H", "H", "H", "H", "H", "H", "H", "H", "H", "H", "H", "H", "H", "H", "H", "H", "H", "H", "H", "H", "H", "H", "H", "H"], "xyz": [[-1.990, -3.301, -3.585], [3.948, -3.755, -2.402], [-0.225, -3.482, 3.336], [-4.290, -0.726, 5.688], [-4.391, 3.248, 1.331], [5.640, 2.337, 0.381], [0.658, -0.872, 5.047], [2.145, 4.683, 1.700], [0.125, 0.960, -3.675], [-0.125, 0.479, -1.097], [-4.827, -1.983, -0.552], [-0.036, 2.968, -4.691], [1.713, 1.230, -9.545], [3.578, 1.488, 0.215], [0.427, 4.216, 3.677], [-2.798, 3.949, -0.111], [-6.407, -1.465, 5.654], [-3.212, -2.320, 1.001], [1.245, -4.724, 2.150], [1.182, 0.227, 3.229], [-1.288, 1.358, -5.453], [-5.900, 0.771, 5.385], [5.432, -5.418, -2.307], [-4.538, 5.320, 0.219], [3.369, 1.576, -8.138], [2.068, -0.056, -7.718], [4.915, -4.542, -4.231], [4.015, 3.539, -0.629], [-5.384, -2.216, 1.611], [2.292, 0.543, 5.196], [-0.779, -5.488, 2.665], [4.438, 2.494, -0.126], [5.694, 1.081, 1.015], [-0.726, -2.679, -3.792], [-0.341, 1.686, -4.569], [-3.977, 4.087, 0.545], [4.254, 0.614, 1.241], [2.338, -0.044, 6.449], [-0.094, 1.098, 0.126], [-4.632, 1.435, 5.253], [-1.282, -2.732, -0.113], [-2.499, 5.137, -0.901], [-3.854, 5.859, -0.934], [-5.603, -0.556, 5.511], [-1.489, 2.441, -6.430], [3.757, 1.091, -6.857], [2.840, -0.016, -6.552], [3.822, -4.270, -1.046], [0.157, -4.621, 2.655], [3.335, 2.287, -5.926], [-3.559, 0.428, 5.623], [1.068, -0.976, 6.381], [-0.924, 3.581, -5.696], [-2.926, 2.560, -6.809], [-2.772, -5.965, 3.728], [2.368, 0.908, -8.572], [-1.452, -3.783, 3.905], [-0.657, 3.539, 3.126], [1.308, 0.055, 4.441], [-2.457, 0.181, 4.529], [-3.640, -2.156, -1.254], [2.283, -4.538, -0.935], [4.795, -4.575, -3.052], [-1.918, 4.815, -2.250], [3.778, -0.836, 0.819], [4.877, -5.435, -1.026], [-4.602, -2.250, 0.728], [2.344, 0.988, 7.485], [-1.947, -4.852, 3.035], [-2.552, -1.846, -0.155], [-4.449, 5.581, -1.803], [-2.137, -2.938, 3.977], [2.293, 0.590, 8.499], [3.106, 2.039, -4.889], [3.871, 0.817, 2.242], [-2.696, -2.696, -3.827], [2.022, 5.606, 1.477], [-0.723, -2.708, 0.822], [4.374, -6.360, -0.744], [4.235, 2.892, -6.034], [6.057, 0.261, 0.395], [3.222, 1.630, 7.420], [2.062, 0.345, -5.879], [-0.439, 2.474, 3.202], [-3.672, -3.124, -1.754], [-1.976, -0.764, 4.781], [-1.628, 0.886, 4.455], [-0.969, 2.079, -7.317], [-0.673, -2.302, -0.909], [-1.748, 4.099, -5.205], [-1.214, 3.988, -2.163], [0.651, 0.778, -1.576], [5.623, -5.140, -0.288], [-0.296, 4.156, -6.376], [-1.032, 1.029, 0.676], [0.338, 2.097, 0.072], [1.190, -2.021, 6.666], [-3.227, 1.515, -6.872], [1.886, -4.982, -1.848], [1.440, 1.583, 7.357], [4.825, 0.876, -6.883], [3.237, -1.013, -6.366], [-1.447, -3.791, -0.309], [-2.487, -6.258, 4.738], [-4.505, 2.217, 6.000], [6.289, 1.149, 1.926], [-3.790, -5.580, 3.673], [-1.791, 5.703, -0.295], [-0.518, -2.424, -4.832], [2.081, -5.396, -0.293], [0.678, 0.645, 0.749], [2.774, 4.362, 1.054], [0.291, -0.594, 7.043], [1.749, -3.595, -0.812], [0.098, -3.338, -3.517], [3.226, -0.669, 6.536], [-4.437, 1.734, 4.223], [2.691, -0.887, 0.871], [-3.534, 3.114, -6.093], [-3.780, 6.946, -0.900], [-3.131, 0.561, 6.617], [-1.346, 5.669, -2.612], [-1.251, -4.001, 4.954], [-1.552, 3.812, 3.685], [-2.359, -4.534, 2.077], [1.045, 4.344, 2.953], [-2.948, 0.105, 3.558], [-2.626, 4.632, -3.059], [-0.763, 3.724, 2.057], [3.964, -1.807, 1.278], [-2.918, -6.927, 3.238], [-0.774, -1.779, -3.180], [-3.593, -1.434, -2.070], [4.060, -0.966, -0.226], [-3.150, 2.889, -7.823], [4.044, -3.688, -0.152], [2.416, 2.783, -6.235], [-2.379, -0.772, -0.086]], "mulliken_charge": [-0.55, -0.22, 0.10, -0.33, -0.52, -0.33, 0.02, -0.58, -0.36, -0.10, -0.39, -0.28, -0.61, -0.03, -0.63, -0.26, -0.58, -0.04, -0.61, -0.28, -0.28, -0.35, -0.32, -0.37, -0.35, -0.36, -0.57, -0.65, -0.53, -0.30, -0.35, 0.49, -0.52, -0.16, 0.52, 0.54, 0.64, 0.44, -0.78, -0.25, -0.80, 0.57, -0.51, 0.62, 0.64, 0.25, 0.29, 0.93, 0.26, -1.22, 0.39, -0.54, -0.27, -1.54, -1.66, 0.70, -0.08, 0.33, 0.26, -0.56, -0.43, -1.29, 0.49, -1.45, -1.43, -0.43, 0.38, -1.53, 1.07, 0.94, 0.30, -0.07, 0.39, 0.34, 0.07, 0.32, 0.26, 0.01, 0.29, 0.40, 0.30, 0.35, -0.35, -0.38, 0.31, -0.22, 0.01, 0.20, 0.12, 0.08, 0.33, 0.12, 0.35, 0.34, 0.21, 0.41, 0.33, 0.36, 0.44, 0.36, 0.37, 0.30, 0.48, 0.36, 0.30, 0.35, 0.43, 0.25, 0.28, 0.43, 0.05, 0.23, 0.30, 0.11, 0.13, 0.27, 0.21, 0.18, 0.33, 0.34, 0.36, 0.49, 0.28, 0.26, -0.12, 0.48, 0.39, 0.26, 0.01, 0.51, 0.39, -0.02, 0.23, 0.42, 0.39, -0.20, 0.24, -0.33]}